A 5-piece molecular cluster, C37H76N2O9S2Si overall. Source: OMol25; level of theory: ωB97M-V/def2-TZVPD.

```
127
Properties=species:S:1:pos:R:3
C 0.84362 -1.80283 2.71248
C 0.68894 -2.35851 1.42362
Si 0.65954 -1.23438 -0.13009
C 1.59278 -2.01301 -1.61408
C 1.43785 -3.59458 -1.68039
C 2.35882 -4.13463 -2.84208
C 1.87813 -3.63390 -4.28703
N 0.39717 -3.64864 -4.41019
C -1.21915 -0.96289 -0.53035
C -1.58250 0.49639 -1.03315
C -0.72207 1.01437 -2.25943
S -1.85617 1.96858 -3.36857
C -1.24183 3.67564 -3.66542
S -0.31268 3.90905 -5.04841
N -1.52538 4.82033 -2.84556
C -2.59946 4.57253 -1.84538
C -2.10806 4.06293 -0.41471
C -0.31501 5.45328 -2.26391
C 0.86021 4.47113 -1.90208
O 1.42761 0.30076 0.14781
C 2.73310 0.09229 0.73791
C 3.93296 0.63430 -0.17956
C 5.24412 -0.07272 0.38563
C 3.96558 2.20545 -0.03399
C 5.23305 2.89110 -0.73070
C 4.72252 4.29920 -1.28682
C 5.74739 2.09546 -1.99903
H 1.67929 -2.19037 3.35206
H 0.13149 -1.00416 3.05716
H 0.54468 -3.45687 1.24823
H 2.69297 -1.81402 -1.41572
H 1.33894 -1.48570 -2.57866
H 1.78244 -3.98595 -0.67762
H 0.36935 -3.86550 -1.88048
H 2.38286 -5.26337 -2.83147
H 3.43231 -3.79896 -2.75860
H 2.35869 -4.34137 -5.01843
H 2.27832 -2.58537 -4.38934
H 0.04881 -2.82541 -3.90948
H 0.16475 -3.58648 -5.40161
H -1.61938 -1.78253 -1.19421
H -1.73095 -1.07886 0.47419
H -2.65166 0.45187 -1.40386
H -1.58766 1.19215 -0.15759
H 0.22066 1.54171 -1.97035
H -0.40023 0.09503 -2.83621
H -3.41548 3.89822 -2.20498
H -3.09368 5.57660 -1.66063
H -1.38949 3.20956 -0.44305
H -3.00753 3.77505 0.20927
H -1.67412 4.97508 0.11786
H 0.08582 6.16338 -3.04901
H -0.55089 6.12383 -1.36316
H 1.58525 5.05425 -1.26080
H 1.45522 4.16860 -2.81205
H 0.55826 3.55826 -1.33099
H 2.95605 -0.99282 0.91923
H 2.76298 0.72173 1.67014
H 3.75078 0.28967 -1.22931
H 6.14971 0.59953 0.33896
H 5.09723 -0.47474 1.42055
H 5.47272 -0.93872 -0.30172
H 3.06047 2.61700 -0.57670
H 3.84041 2.48787 1.04362
H 6.03220 3.10740 0.02558
H 4.14515 4.87959 -0.51800
H 5.62493 4.86731 -1.64053
H 4.04029 4.12148 -2.16779
H 6.36756 2.81701 -2.60759
H 6.42619 1.23224 -1.73427
H 4.88572 1.69985 -2.61136
O 2.30641 -5.15085 1.75304
C 1.53365 -5.85606 2.35110
O 1.52723 -5.84945 3.69204
C 0.53417 -6.50516 4.49395
C 0.87845 -7.96416 4.71095
C 0.63663 -6.81462 1.61702
H -0.46252 -6.36803 4.06926
H 0.53392 -5.98823 5.45483
H 0.90473 -8.51508 3.76938
H 0.14841 -8.43881 5.36773
H 1.86988 -8.05770 5.15988
H 1.19345 -7.72590 1.39354
H 0.32577 -6.34771 0.68196
H -0.27579 -7.06622 2.15339
O -1.25438 7.30616 0.63181
C -1.95183 8.09302 0.03534
O -1.39620 9.09402 -0.66255
C -2.12425 9.95958 -1.54377
C -2.74880 11.11240 -0.78487
C -3.45011 8.01940 0.14247
H -2.85462 9.39656 -2.12851
H -1.39436 10.34931 -2.25432
H -3.47595 10.76299 -0.05001
H -3.25178 11.79576 -1.47096
H -1.98326 11.66389 -0.23568
H -3.76934 8.52455 1.05553
H -3.73987 6.96979 0.19434
H -3.97599 8.44041 -0.71184
O -8.57607 3.17308 -4.91283
C -7.41556 2.92419 -5.11336
O -6.46491 3.74067 -4.63156
C -5.06241 3.44133 -4.65542
C -4.44170 3.83911 -5.97860
C -7.01318 1.75947 -5.97622
H -4.88211 2.39382 -4.40461
H -4.61296 4.03167 -3.85740
H -4.87622 3.28100 -6.80987
H -3.36485 3.66034 -5.96701
H -4.62163 4.89733 -6.17884
H -7.06258 2.05707 -7.02481
H -7.71554 0.94459 -5.80276
H -6.02360 1.36519 -5.75449
O -0.10977 -10.23037 6.57513
C 0.21551 -10.04961 7.72087
O -0.71353 -10.07321 8.68902
C -0.41354 -10.05249 10.09037
C -0.22876 -8.63395 10.58917
C 1.63594 -9.70417 8.07441
H 0.44240 -10.69192 10.31588
H -1.27364 -10.50058 10.58938
H 0.61497 -8.14300 10.10128
H -0.05773 -8.62519 11.66687
H -1.11475 -8.03579 10.36777
H 1.79055 -8.63339 7.92975
H 2.29962 -10.25406 7.40756
H 1.91987 -9.98070 9.08746
```

The calculation puts the molar mass at 785.240 Da. The frontier orbital gap comes out at 7.59 eV. Its strongest force on any atom is 3.4 eV/A. For the LUMO energy, the calculation gives -0.29 eV. The structure (SMILES) is C=C[Si@@](CCCCN)(CCCSC(=S)N(CC)CC)OC[C@H](C)CC(C)C.CCOC(C)=O.CCOC(C)=O.CCOC(C)=O.CCOC(C)=O. Its spin multiplicity is 1.